Record 1
# C5H16NO2

A cluster of 3 separate species, C5H16NO2 in total in a non-equilibrium geometry (ωB97M-V/def2-TZVPD, the Open Molecules 2025 dataset).

- LUMO energy (hartree) = -0.106
- frontier orbital gap (Eh) = 0.3851
- net charge = +1
- energy relative to the best compared isomer or geometry (same formula, charge and spin) (kJ/mol) = 85.8
- HOMO level (eV) = -13.4

XYZ file:
```
24
Properties=species:S:1:pos:R:3:forces:R:3:nbo_charge:R:1
C 0.401 1.160 0.834 0.3 0.4 -0.3 -0.22
C 1.616 0.897 -0.057 0.3 -1.4 -0.6 -0.46
C 1.168 0.164 -1.322 0.9 1.2 0.1 -0.01
C 1.481 -1.109 -1.501 -0.4 -1.0 -0.1 -0.39
C 0.440 1.023 -2.297 -1.3 0.7 0.1 -0.67
N -0.567 0.016 0.836 1.3 -1.6 -0.4 -0.70
H 0.750 1.321 1.849 -0.4 0.3 0.1 0.24
H -0.171 1.994 0.441 0.1 0.3 0.3 0.23
H 2.348 0.250 0.428 -0.2 0.0 0.4 0.23
H 2.170 1.805 -0.276 -0.4 0.3 0.0 0.25
H 2.152 -1.664 -0.864 0.0 0.2 0.5 0.21
H 1.062 -1.751 -2.270 0.1 0.5 -0.4 0.22
H -0.587 1.263 -1.976 -0.1 -0.5 0.0 0.21
H 0.812 2.048 -2.354 0.7 -0.2 0.0 0.24
H 0.376 0.634 -3.300 0.0 -0.3 -0.2 0.25
H -1.476 0.264 0.467 -0.9 0.4 0.7 0.47
H -0.246 -0.718 0.177 0.4 0.3 -0.3 0.45
H -0.547 -0.506 1.714 -0.8 0.4 0.2 0.45
H -3.996 1.609 0.374 0.1 -0.3 -0.1 0.50
H -3.017 2.359 1.232 0.1 -0.1 0.1 0.49
O -3.101 1.539 0.729 0.0 0.2 0.0 -0.98
H -1.124 -4.322 2.258 0.1 -0.1 0.0 0.48
H 0.299 -4.290 2.807 0.0 -0.1 0.0 0.48
O -0.242 -3.985 2.072 -0.1 0.3 0.0 -0.96
```
Forces are in eV/Å.


Record 2
# C5H16NOSi

A cluster of 2 separate species, C5H16NOSi in total in a non-equilibrium geometry (ωB97M-V/def2-TZVPD, the Open Molecules 2025 dataset).

- LUMO energy (alpha / beta) (hartree) = -0.175 / -0.177
- frontier orbital gap (alpha / beta) (Eh) = 0.2540 / 0.2477
- net charge = +1
- energy relative to the best compared isomer or geometry (same formula, charge and spin) (kJ/mol) = 581.7
- HOMO level (alpha / beta) (eV) = -11.7 / -11.6

XYZ file:
```
24
Properties=species:S:1:pos:R:3:forces:R:3:nbo_charge:R:1
C 0.209 -1.846 -0.537 -0.7 0.3 -1.0 -0.56
C -1.977 -0.752 -0.650 -0.8 2.1 1.7 -0.64
C -0.505 1.373 2.156 -0.6 2.6 0.7 -0.27
C -0.646 -0.673 0.013 2.1 -1.9 -1.6 -0.37
C 0.055 0.607 -0.147 1.4 2.3 1.3 0.26
N -0.350 1.339 -1.399 -0.4 1.0 -1.0 -0.75
O -0.451 1.709 0.799 0.9 -2.3 -2.9 -0.60
Si 3.143 -0.303 0.076 -2.5 0.8 1.5 0.86
H -0.125 -2.810 -0.194 -0.1 -0.3 0.5 0.23
H 0.262 -1.956 -1.632 -0.3 0.5 0.1 0.21
H 1.198 -1.630 -0.243 1.3 -0.3 0.6 0.17
H -2.355 -1.687 -0.470 -1.3 -2.3 0.8 0.24
H -2.063 -0.709 -1.719 0.5 0.8 -0.6 0.22
H -2.570 -0.009 -0.079 -0.6 -0.3 -0.9 0.22
H -1.400 0.799 2.422 0.4 -0.1 0.0 0.18
H -0.600 2.423 2.596 0.0 -1.6 0.0 0.22
H 0.433 0.965 2.485 0.3 -0.5 0.3 0.18
H -0.591 -0.853 1.077 -0.9 0.0 0.5 0.25
H -1.372 1.490 -1.299 0.2 -0.3 -0.6 0.43
H 0.001 2.289 -1.340 0.4 0.3 0.5 0.44
H -0.071 1.076 -2.378 -0.4 -0.7 1.4 0.45
H 3.746 -0.858 -1.104 0.1 -0.4 -0.4 -0.13
H 2.783 -1.123 1.322 0.6 0.5 -1.0 -0.10
H 3.249 1.139 0.244 0.5 0.1 0.1 -0.14
```
Forces are in eV/Å.


Record 3
# C5H16NOSi

The ion C5H16NOSi with charge +1 in a non-equilibrium geometry (ωB97M-V/def2-TZVPD, the Open Molecules 2025 dataset).

- LUMO energy (hartree) = -0.119
- frontier orbital gap (Eh) = 0.3863
- net charge = +1
- SMILES = CO[C@@]([NH3+])([SiH3])C(C)C
- energy relative to the best compared isomer or geometry (same formula, charge and spin) (kJ/mol) = 299.1
- HOMO level (eV) = -13.8

XYZ file:
```
24
Properties=species:S:1:pos:R:3:forces:R:3:nbo_charge:R:1
C 0.367 1.932 0.771 2.2 1.1 -0.7 -0.60
C 0.949 0.989 -1.481 0.4 -2.2 -0.3 -0.64
C 1.086 -2.256 -0.385 1.4 1.3 -2.9 -0.26
C 0.682 0.645 0.014 0.6 1.0 -0.8 -0.31
C -0.414 -0.349 0.068 -0.6 -1.6 3.6 0.13
N -1.530 0.132 -0.734 -0.9 0.1 -1.5 -0.74
O -0.192 -1.677 -0.481 -1.2 1.5 -0.4 -0.58
Si -1.166 -0.685 1.932 -0.3 -0.6 -0.9 0.76
H -0.595 2.282 0.493 -1.1 0.6 0.0 0.18
H 0.460 1.823 1.844 -0.1 0.1 0.1 0.23
H 1.111 2.761 0.416 -1.3 -1.5 0.8 0.25
H 2.070 1.134 -1.651 -1.9 0.3 -0.2 0.28
H 0.240 1.754 -1.836 1.0 0.7 0.1 0.20
H 0.556 0.084 -2.065 1.4 0.9 0.3 0.20
H 1.287 -2.482 0.623 0.8 -0.4 1.1 0.19
H 1.850 -1.566 -0.913 -0.8 -0.8 1.4 0.18
H 1.136 -3.113 -1.078 -0.5 0.0 0.8 0.23
H 1.518 0.206 0.523 0.7 -0.3 -0.2 0.25
H -2.243 0.734 -0.340 -0.1 -0.1 1.0 0.44
H -1.127 0.749 -1.469 -0.6 -1.2 -0.5 0.45
H -1.978 -0.771 -0.987 0.0 0.8 -0.9 0.48
H -1.218 0.609 2.712 0.1 -0.8 -0.2 -0.12
H -0.185 -1.773 2.388 -0.9 0.8 0.0 -0.10
H -2.666 -1.160 1.637 1.7 0.4 0.3 -0.12
```
Forces are in eV/Å.


Record 4
# C5H16NP2

The ion C5H16NP2 with charge +1 in a non-equilibrium geometry (ωB97M-V/def2-TZVPD, the Open Molecules 2025 dataset).

- LUMO energy (hartree) = -0.141
- frontier orbital gap (Eh) = 0.3520
- net charge = +1
- SMILES = CCCCC([NH3+])(P)P
- energy relative to the best compared isomer or geometry (same formula, charge and spin) (kJ/mol) = 178.3
- HOMO level (eV) = -13.4

XYZ file:
```
24
Properties=species:S:1:pos:R:3:forces:R:3:nbo_charge:R:1
C -2.796 0.121 2.011 -2.9 1.3 -1.2 -0.64
C -2.144 -0.376 0.694 2.4 -1.4 -0.1 -0.40
C -0.591 0.008 0.634 0.7 0.2 1.7 -0.39
C 0.185 -0.542 -0.581 0.2 -3.4 0.8 -0.49
C 1.560 0.033 -0.953 1.3 -1.8 2.5 -0.30
N 2.093 -0.556 -2.231 -1.7 0.3 -1.9 -0.73
P 3.056 -0.697 0.514 -0.5 1.5 -2.3 0.32
P 1.435 1.792 -1.271 0.9 1.6 0.3 0.37
H -3.729 -0.478 2.273 1.5 0.4 -0.2 0.24
H -2.184 0.262 2.898 0.5 -0.6 -0.2 0.23
H -3.270 1.149 1.859 0.8 -1.1 0.0 0.22
H -2.222 -1.496 0.599 0.3 0.8 0.6 0.21
H -2.512 -0.136 -0.315 -0.7 0.9 0.8 0.22
H -0.053 -0.268 1.648 -1.1 0.2 -2.0 0.21
H -0.453 1.095 0.607 -0.5 0.2 0.1 0.20
H -0.443 -0.479 -1.471 -0.3 0.1 -0.2 0.21
H 0.317 -1.690 -0.322 -0.2 2.0 -0.9 0.23
H 2.848 -1.161 -2.004 0.6 -1.2 -0.1 0.44
H 1.318 -1.055 -2.764 1.3 0.5 0.6 0.45
H 2.507 0.179 -2.861 -0.6 -0.7 0.6 0.45
H 2.023 -0.618 1.366 -1.0 0.1 1.5 -0.01
H 2.778 -2.058 0.294 -0.2 -0.3 -0.3 -0.02
H 1.896 2.184 0.037 -0.1 0.1 -0.7 0.03
H 2.733 1.828 -1.963 -0.7 0.4 0.8 -0.04
```
Forces are in eV/Å.


Record 5
# C5H16NS

A cluster of 2 separate species, C5H16NS in total (ωB97M-V/def2-TZVPD, the Open Molecules 2025 dataset).

- LUMO energy (hartree) = -0.117
- frontier orbital gap (Eh) = 0.3390
- net charge = +1
- energy relative to the best compared isomer or geometry (same formula, charge and spin) (kJ/mol) = 17.9
- HOMO level (eV) = -12.4

XYZ file:
```
23
Properties=species:S:1:pos:R:3:forces:R:3:nbo_charge:R:1
C 1.085 -0.047 2.798 -0.2 0.2 0.3 -0.64
C -0.166 -0.457 2.048 0.1 -0.1 -0.1 -0.04
C -1.138 0.687 1.844 0.1 0.1 0.0 -0.64
N 0.249 -0.969 0.676 0.1 -0.1 0.1 -0.68
H 1.792 -0.859 2.942 0.1 -0.1 -0.2 0.23
H 1.559 0.804 2.313 0.2 0.0 -0.1 0.22
H 0.802 0.291 3.793 -0.1 0.0 0.0 0.26
H -0.631 -1.318 2.532 -0.1 0.1 0.0 0.22
H -0.676 1.464 1.228 -0.1 0.0 0.0 0.22
H -1.391 1.137 2.799 0.0 0.0 0.1 0.26
H -2.066 0.363 1.384 -0.1 -0.1 -0.1 0.23
H 0.673 -1.895 0.737 0.0 0.0 -0.1 0.44
H -0.519 -1.026 0.004 0.0 -0.1 0.0 0.45
H 0.942 -0.370 0.218 -0.1 0.1 0.0 0.44
C 1.006 1.063 -2.520 0.1 -0.3 -0.1 -0.74
S 0.630 -0.712 -2.555 -0.1 0.2 0.0 0.14
C -1.102 -0.605 -3.086 0.2 -0.1 0.1 -0.74
H 0.422 1.571 -1.759 0.0 0.1 0.1 0.20
H 0.794 1.493 -3.493 0.0 0.1 -0.1 0.24
H 2.070 1.172 -2.324 0.0 0.0 0.1 0.24
H -1.525 -1.606 -3.048 0.0 0.0 0.0 0.24
H -1.659 0.053 -2.422 -0.1 0.0 0.0 0.21
H -1.153 -0.235 -4.108 0.0 0.0 0.0 0.24
```
Forces are in eV/Å.


Record 6
# C5H16NSSi

A structure of composition C5H16NSSi in a non-equilibrium geometry (ωB97M-V/def2-TZVPD, the Open Molecules 2025 dataset).

- LUMO energy (hartree) = -0.132
- frontier orbital gap (Eh) = 0.2859
- net charge = +1
- energy relative to the best compared isomer or geometry (same formula, charge and spin) (kJ/mol) = 171.9
- HOMO level (eV) = -11.4

XYZ file:
```
24
Properties=species:S:1:pos:R:3:forces:R:3:nbo_charge:R:1
C 0.237 1.406 0.663 -0.7 3.9 1.1 -0.72
C -0.006 0.092 -1.370 -3.3 -0.4 2.6 -0.64
C -2.618 0.778 0.094 0.0 0.4 -1.2 -0.45
C 3.196 -0.963 -0.088 -1.0 -2.1 1.3 -0.78
C -0.058 0.060 0.207 -0.9 -2.1 -2.8 -0.23
N -1.627 -0.283 0.503 1.3 4.1 4.0 -0.54
Si 0.931 -1.452 0.887 3.1 1.0 -1.4 0.89
S 3.560 0.672 -0.480 -0.5 2.4 0.8 0.05
H 1.141 1.864 0.226 0.1 -1.0 0.2 0.29
H -0.522 2.057 0.065 1.1 -0.5 1.7 0.23
H 0.298 1.664 1.809 -0.5 -0.7 -2.1 0.25
H -0.195 -0.845 -1.790 -0.4 -1.7 -0.7 0.22
H 0.835 0.434 -1.755 4.5 1.3 -1.1 0.25
H -0.694 0.805 -1.806 -0.6 0.1 0.3 0.22
H -2.518 0.884 -1.049 0.0 0.4 2.0 0.24
H -3.703 0.558 0.247 1.1 -0.4 0.4 0.26
H -2.305 1.637 0.720 -0.7 -0.2 -1.0 0.24
H 3.867 -1.162 0.764 -0.5 -0.8 -0.5 0.23
H 3.408 -1.648 -0.995 -0.7 1.0 1.7 0.26
H -1.856 -1.116 0.090 -0.6 -3.0 -0.8 0.42
H -1.566 -0.274 1.601 -0.8 -0.8 -2.6 0.44
H 0.859 -2.680 0.073 -0.8 0.0 0.2 -0.12
H 0.597 -1.552 2.348 0.3 -0.1 -0.4 -0.13
H 3.262 1.223 0.805 0.6 -0.7 -1.7 0.12
```
Forces are in eV/Å.